Entry 1:
{
  "formula": "C17H11LaN6O4S4",
  "method": "ωB97M-V with the def2-TZVPD basis set",
  "symbols": ["La", "S", "C", "N", "N", "C", "C", "C", "C", "C", "C", "N", "N", "C", "C", "C", "C", "C", "C", "H", "H", "H", "H", "H", "H", "H", "H", "H", "H", "H", "S", "C", "S", "C", "C", "N", "C", "N", "O", "S", "O", "O", "O"],
  "coordinates": [[0.14, 2.64, 1.20], [-1.35, 0.35, 2.09], [-0.54, -0.85, 1.10], [-0.50, -2.01, 1.60], [0.08, -3.04, 0.97], [0.13, -4.23, 1.61], [0.95, -5.19, 0.94], [1.05, -6.45, 1.47], [0.47, -6.77, 2.68], [-0.31, -5.82, 3.33], [-0.48, -4.52, 2.84], [-0.18, -0.64, -0.26], [-0.23, 0.50, -0.75], [0.15, 0.63, -2.14], [1.07, -0.18, -2.84], [1.40, 0.25, -4.13], [0.78, 1.39, -4.73], [-0.19, 2.05, -4.09], [-0.50, 1.66, -2.77], [0.71, -2.85, 0.17], [1.44, -4.95, 0.03], [1.52, -7.28, 0.86], [0.54, -7.80, 3.10], [-0.85, -6.10, 4.27], [-1.18, -3.90, 3.32], [1.54, -1.06, -2.36], [2.20, -0.31, -4.66], [1.17, 1.70, -5.70], [-0.77, 2.88, -4.59], [-1.31, 2.13, -2.31], [-1.36, 4.64, 2.74], [-1.97, 5.14, 1.15], [-1.31, 4.50, -0.38], [-2.81, 6.21, 1.05], [-3.30, 6.70, -0.19], [-3.65, 7.21, -1.14], [-3.18, 6.95, 2.24], [-3.50, 7.58, 3.14], [4.17, 2.17, 0.76], [2.90, 1.76, 0.19], [2.93, 0.66, -0.78], [2.10, 1.39, 1.43], [2.06, 2.86, -0.48]],
  "de_lowest_kcal_mol": 6.3,
  "charge": -2,
  "lumo_energy_ev": 3.7
}

Entry 2:
{
  "formula": "C8H16N",
  "method": "ωB97M-V with the def2-TZVPD basis set",
  "symbols": ["C", "C", "C", "C", "C", "C", "C", "C", "N", "H", "H", "H", "H", "H", "H", "H", "H", "H", "H", "H", "H", "H", "H", "H", "H"],
  "coordinates": [[-1.34, 0.40, -0.55], [0.75, 1.52, 0.01], [-0.59, 1.12, 0.54], [-0.24, -0.62, -0.76], [-1.29, 1.56, 1.79], [0.40, -0.59, -2.06], [-0.59, -2.15, -0.30], [1.82, -0.43, 1.07], [0.71, 0.14, 0.29], [-2.29, 0.03, 0.03], [-1.53, 1.01, -1.51], [0.85, 1.84, -1.03], [1.50, 1.97, 0.65], [-1.67, 0.78, 2.28], [-1.97, 2.20, 1.33], [-0.65, 2.02, 2.48], [1.49, -0.98, -1.89], [0.48, 0.39, -2.49], [0.10, -1.37, -2.81], [0.28, -2.76, -0.19], [-1.14, -2.39, -1.18], [-1.37, -2.04, 0.53], [2.78, -0.07, 0.80], [1.68, -0.10, 2.06], [1.84, -1.49, 0.93]],
  "smiles": "CC1(C)C[C@]2(C)C[N@+]12C",
  "de_lowest_kcal_mol": 67.5,
  "charge": 1,
  "lumo_energy_ev": -2.5
}

Entry 3:
{
  "formula": "C4H7ClN2S",
  "method": "ωB97M-V with the def2-TZVPD basis set",
  "symbols": ["C", "C", "C", "C", "H", "H", "H", "H", "H", "H", "H", "N", "N", "S", "Cl"],
  "coordinates": [[-0.74, 0.28, -1.37], [-1.38, -1.04, -0.83], [-0.05, 0.83, -0.16], [0.41, -0.24, 2.01], [-1.45, 0.93, -1.82], [-1.57, -1.81, -1.62], [-2.35, -0.85, -0.34], [0.38, -1.89, -0.50], [0.82, 1.46, -0.55], [-0.65, 1.54, 0.43], [0.37, -1.25, 2.46], [-0.33, -1.54, 0.09], [0.22, -0.36, 0.68], [0.67, 1.16, 2.85], [0.30, -0.14, -2.76]],
  "smiles": "S=CN1C[C@@H](Cl)CN1",
  "de_lowest_kcal_mol": 23.5,
  "charge": 0,
  "lumo_energy_ev": 0.7
}

Q: Which value of charge does entry 2 give?
A: +1

Q: Among the records above, which one has the highest charge?
A: C8H16N